Entry 1:
ORCA calculation (ωB97M-V/def2-TZVPD) on a 9-piece molecular cluster, C54H102 overall in a non-equilibrium geometry.

Positions of all 156 atoms, in Å:
C1 7.5013 -11.4244 -25.9114
C2 7.1270 -11.4920 -24.5654
C3 7.2019 -12.7464 -23.9600
C4 7.7102 -13.8547 -24.6358
C5 8.0957 -13.7478 -25.9615
C6 7.9673 -12.5259 -26.5979
H1 7.4623 -10.4792 -26.4429
H2 6.7654 -10.6473 -23.9972
H3 6.8996 -12.7847 -22.9201
H4 7.7373 -14.7282 -23.9936
H5 8.5044 -14.6366 -26.4266
H6 8.1406 -12.6484 -27.6621
C7 4.8098 -8.6845 -26.2650
C8 4.3559 -9.9421 -26.6279
C9 3.8457 -10.1432 -27.9324
C10 3.7694 -9.0413 -28.7684
C11 4.1484 -7.7584 -28.3916
C12 4.8281 -7.6562 -27.1869
H7 5.2218 -8.5002 -25.2791
H8 4.3172 -10.7979 -25.9670
H9 3.5452 -11.1607 -28.1334
H10 3.3504 -9.1941 -29.7601
H11 4.2008 -6.9521 -29.1094
H12 5.2902 -6.7221 -26.8839
C13 6.7591 -15.9707 -30.6735
C14 6.4831 -16.4042 -31.9553
C15 7.2714 -16.0329 -33.0273
C16 8.4611 -15.3526 -32.7435
C17 8.8524 -14.9953 -31.4391
C18 7.9451 -15.3011 -30.4190
H13 6.0236 -16.1049 -29.8920
H14 5.5128 -16.8349 -32.1850
H15 7.0240 -16.3956 -34.0142
H16 9.1518 -15.1034 -33.5409
H17 9.6561 -14.2804 -31.3384
H18 8.1601 -14.9987 -29.3994
C19 5.3416 -12.6824 -30.8370
C20 5.9321 -11.3596 -31.3255
C21 7.4386 -11.4379 -31.5987
C22 8.2485 -11.7926 -30.3519
C23 9.7162 -11.3624 -30.4484
C24 10.6454 -11.7448 -29.2961
H19 5.7437 -12.9718 -29.8659
H20 5.5398 -13.4424 -31.5958
H21 4.2583 -12.6350 -30.7075
H22 5.4671 -11.0118 -32.2539
H23 5.6494 -10.5727 -30.6169
H24 7.8481 -10.5107 -32.0048
H25 7.5615 -12.2033 -32.3725
H26 7.8515 -11.1811 -29.5306
H27 8.1648 -12.8303 -30.0405
H28 10.1439 -11.6930 -31.4037
H29 9.7814 -10.2736 -30.5557
H30 11.6601 -11.4642 -29.5903
H31 10.4454 -11.1869 -28.3814
H32 10.6415 -12.8243 -29.1354
C25 10.8133 -8.9149 -17.7397
C26 10.9703 -10.2020 -18.5949
C27 9.6834 -10.9729 -18.9151
C28 8.7520 -10.0409 -19.7499
C29 7.5070 -10.7070 -20.2940
C30 6.4158 -10.8561 -19.1961
H33 11.8169 -8.4972 -17.7141
H34 10.4077 -9.1926 -16.7676
H35 10.1037 -8.2026 -18.1577
H36 11.4247 -9.9791 -19.5626
H37 11.7242 -10.7831 -18.0582
H38 9.0571 -11.3155 -18.0908
H39 9.9069 -11.8393 -19.5401
H40 8.5114 -9.1617 -19.1468
H41 9.3149 -9.6194 -20.5892
H42 7.1216 -10.1502 -21.1523
H43 7.7394 -11.6930 -20.7098
H44 6.9058 -11.1618 -18.2731
H45 5.8900 -9.9060 -19.1189
H46 5.6656 -11.6236 -19.3936
C31 11.0138 -5.1950 -26.7909
C32 9.5001 -5.1267 -26.6508
C33 8.8657 -6.4308 -26.1601
C34 8.9838 -7.6784 -27.0325
C35 8.3546 -7.5297 -28.4288
C36 9.2756 -7.4451 -29.6448
H47 11.4650 -5.4038 -25.8170
H48 11.4393 -4.2859 -27.2117
H49 11.2727 -6.0371 -27.4384
H50 9.2113 -4.4292 -25.8582
H51 9.1062 -4.7759 -27.6074
H52 7.7888 -6.2365 -26.0394
H53 9.0861 -6.6137 -25.1051
H54 10.0092 -8.0487 -27.1540
H55 8.5152 -8.4576 -26.4257
H56 7.6300 -8.3499 -28.4681
H57 7.6921 -6.6574 -28.4204
H58 10.0081 -8.2540 -29.6255
H59 8.7031 -7.5454 -30.5674
H60 9.8024 -6.4921 -29.6970
C37 4.1178 -23.0283 -21.8548
C38 5.5989 -22.7108 -21.5096
C39 5.7825 -21.2432 -21.1292
C40 5.9732 -20.2708 -22.3020
C41 7.2224 -19.3915 -22.2537
C42 7.1215 -18.1235 -23.1416
H61 4.0960 -24.0880 -22.1113
H62 3.7038 -22.3674 -22.6138
H63 3.5345 -22.9142 -20.9381
H64 5.7838 -23.3740 -20.6625
H65 6.1882 -23.0321 -22.3698
H66 6.6350 -21.1602 -20.4473
H67 4.9283 -20.9486 -20.5141
H68 6.0010 -20.8323 -23.2458
H69 5.0610 -19.6951 -22.4940
H70 7.4990 -19.1362 -21.2285
H71 8.0568 -19.9895 -22.6267
H72 7.8787 -17.3737 -22.9095
H73 7.4495 -18.4652 -24.1265
H74 6.1210 -17.7012 -23.1470
C43 9.3861 -8.7636 -23.6413
C44 10.2142 -7.9282 -22.6544
C45 11.5715 -8.4971 -22.2812
C46 12.6126 -8.2418 -23.3813
C47 13.9248 -8.9948 -23.1160
C48 14.8085 -8.4785 -21.9372
H75 9.1927 -9.7222 -23.1382
H76 9.8904 -8.9958 -24.5742
H77 8.3705 -8.3734 -23.7211
H78 10.3067 -6.9434 -23.1323
H79 9.6320 -7.6882 -21.7603
H80 11.5495 -9.5719 -22.0817
H81 11.8820 -7.9961 -21.3616
H82 12.3356 -8.5470 -24.3922
H83 12.7867 -7.1626 -23.4184
H84 13.8248 -10.0828 -23.1401
H85 14.5529 -8.8639 -24.0077
H86 14.1524 -7.9131 -21.2757
H87 15.3483 -9.2976 -21.4747
H88 15.5082 -7.7571 -22.3570
C49 4.8518 -13.7513 -21.1740
C50 4.1005 -14.6517 -20.1877
C51 2.6022 -14.9156 -20.4141
C52 2.3025 -15.9789 -21.4746
C53 0.8432 -16.4466 -21.5185
C54 -0.1830 -15.3217 -21.6937
H89 5.8816 -13.6229 -20.8300
H90 4.3984 -12.7619 -21.2406
H91 4.9675 -14.2065 -22.1601
H92 4.5900 -15.6305 -20.1434
H93 4.2322 -14.1916 -19.2052
H94 2.1410 -13.9514 -20.6466
H95 2.2197 -15.2695 -19.4520
H96 2.6236 -15.5900 -22.4440
H97 2.8862 -16.8517 -21.1687
H98 0.8034 -17.1363 -22.3637
H99 0.6613 -16.9565 -20.5708
H100 -1.2282 -15.6134 -21.5840
H101 -0.0837 -14.6731 -20.8140
H102 -0.0133 -14.7188 -22.5832

Forces on the atoms, in the same order (eV/Å):
C 0.0 1.1 -0.1
C 0.3 -1.1 -0.7
C 0.1 0.9 0.0
C -0.5 0.5 1.2
C 0.0 -0.6 1.2
C -0.1 -1.5 -0.4
H -0.2 0.0 0.0
H 0.0 0.2 -0.2
H 0.0 -0.4 0.0
H 0.3 -0.5 -0.7
H -0.1 0.2 -0.4
H 0.2 1.2 0.0
C 0.5 -0.6 0.3
C -0.8 -0.1 -1.0
C 0.8 0.6 1.8
C -1.1 -0.5 -1.1
C 1.6 -0.9 0.0
C -0.7 1.0 0.4
H 0.0 -0.1 0.0
H 0.3 0.2 0.3
H -0.2 0.1 -0.7
H 0.0 0.1 0.0
H -0.4 0.0 0.0
H -0.1 0.1 -0.1
C 0.3 -0.1 0.0
C -1.3 0.6 -0.5
C 1.2 -0.4 0.8
C 0.6 0.0 -0.1
C -1.9 -0.1 -1.0
C 0.6 0.2 0.4
H 0.1 -0.2 0.1
H 0.1 -0.3 0.2
H 0.1 0.3 -0.2
H -0.2 0.1 -0.2
H 0.4 -0.4 0.4
H 0.0 0.1 0.0
C -0.1 0.2 -0.5
C -0.2 0.6 -0.1
C -0.2 -0.6 0.4
C 0.5 1.1 0.5
C 0.3 0.2 -0.5
C 0.2 0.1 -0.6
H 0.2 -0.1 -0.1
H 0.1 -0.3 0.3
H 0.0 0.2 -0.1
H -0.2 -0.4 -0.1
H 0.5 0.0 0.2
H -0.3 0.1 0.0
H 0.2 0.0 0.0
H -0.3 -0.2 0.1
H -0.1 -0.1 -0.2
H 0.0 -0.4 0.1
H -0.3 0.0 0.1
H 0.1 -0.1 0.1
H -0.3 -0.3 0.1
H 0.0 0.0 0.3
C -0.2 -0.9 -0.9
C -0.2 0.1 0.6
C -0.7 1.0 -0.9
C 0.8 0.0 -0.1
C -0.9 -0.5 0.3
C 0.4 -0.1 -0.8
H -0.2 0.4 0.5
H 0.4 0.1 0.2
H 0.2 0.1 -0.2
H 0.0 0.2 0.0
H -0.2 -0.4 -0.1
H 0.5 -0.1 0.5
H 0.1 -0.1 0.1
H -0.3 -0.1 0.1
H 0.2 -0.2 0.0
H -0.1 0.2 0.1
H 0.2 0.0 0.1
H -0.2 0.3 0.2
H 0.1 0.0 0.5
H 0.1 0.0 -0.3
C -0.1 -0.5 0.3
C 0.2 -0.1 0.5
C -0.8 0.3 -0.2
C 0.6 0.1 0.3
C -1.0 -0.1 0.6
C -0.2 -0.3 0.3
H 0.1 0.1 -0.1
H 0.0 0.0 0.1
H 0.1 0.1 -0.1
H 0.2 0.5 -0.4
H -0.4 -0.1 0.1
H -0.1 0.0 -0.4
H 0.8 -0.1 -0.2
H 0.2 0.3 0.1
H -0.3 -0.2 -0.4
H 0.2 -0.2 -0.7
H 0.1 0.1 0.0
H 0.1 0.1 0.0
H 0.0 0.0 0.0
H 0.1 0.0 0.1
C 0.8 0.0 0.7
C -1.5 -0.1 -0.2
C 0.6 -0.1 0.3
C -0.5 -0.3 -0.8
C 0.0 0.5 0.1
C 0.9 -1.1 -0.1
H -0.5 0.1 -0.4
H 0.0 -0.2 -0.2
H -0.2 0.1 -0.1
H 0.6 0.1 0.0
H 0.4 0.2 0.2
H 0.1 0.0 -0.1
H -0.1 0.1 -0.1
H 0.3 -0.2 0.1
H 0.1 0.4 0.5
H -0.3 0.1 0.1
H 0.1 0.0 0.1
H -0.2 0.1 0.4
H -0.7 0.3 -0.4
H 0.0 0.1 -0.1
C -0.2 -1.1 1.8
C -0.7 0.6 -0.7
C 0.1 0.3 -0.7
C 0.7 -0.5 0.7
C 1.4 0.4 -0.7
C -1.1 0.1 -1.1
H 0.2 -0.2 -0.2
H -0.2 0.3 -0.2
H 0.2 0.4 -0.7
H 0.5 0.1 0.1
H -0.1 -0.4 0.0
H -0.3 0.0 0.1
H 0.2 -0.1 0.0
H -0.7 0.0 0.1
H 0.2 0.0 -0.1
H -0.6 0.0 0.6
H -0.1 0.1 -0.1
H 0.3 -0.3 0.6
H 0.0 0.2 0.4
H 0.2 0.0 0.2
C 0.1 -0.5 0.0
C 0.2 -0.1 0.0
C 0.4 0.3 0.0
C -0.1 0.6 0.6
C 0.1 0.4 -0.5
C 0.3 0.3 1.3
H 0.0 0.1 0.2
H -0.1 0.0 -0.2
H -0.4 0.1 -0.1
H 0.2 0.1 0.1
H -0.1 -0.1 0.1
H -0.3 -0.1 0.0
H -0.3 0.1 0.0
H 0.1 -0.3 -0.1
H 0.2 0.0 -0.5
H -0.4 -0.3 0.2
H -0.2 -0.3 -0.2
H 0.1 -0.4 -0.6
H 0.2 0.3 -0.3
H -0.1 -0.1 -0.1

Summary:
Calculated total energy (hartree): -2118.65202
Max |F| (eV/Å): 2.17
E_LUMO (hartree): 0.023
Structure (SMILES): c1ccccc1.c1ccccc1.c1ccccc1.CCCCCC.CCCCCC.CCCCCC.CCCCCC.CCCCCC.CCCCCC
E_HOMO (eV): -9.2

Entry 2:
ORCA calculation (ωB97M-V/def2-TZVPD) on a 6-piece molecular cluster, C54H102N5O9S overall in a non-equilibrium geometry.

Positions of all 171 atoms, in Å:
O1 14.1056 -1.3441 4.3750
S1 13.9805 -1.8411 3.0378
O2 14.9439 -0.8606 2.0837
O3 15.3057 0.3464 2.7439
O4 12.5212 -1.3435 2.5136
C1 11.5943 -2.4560 2.3814
C2 10.4280 -1.9714 1.5454
C3 9.1274 -2.7179 1.8767
C4 8.0517 -1.8775 2.5234
C5 7.2149 -2.4742 3.4752
C6 6.2213 -1.7304 4.0962
C7 6.0356 -0.3901 3.8000
C8 6.8591 0.2135 2.8560
C9 7.8391 -0.5446 2.2288
H1 14.8511 1.0132 2.2130
H2 11.2757 -2.7411 3.3802
H3 12.1102 -3.2767 1.8911
H4 10.6779 -2.1193 0.4990
H5 10.3617 -0.9026 1.7006
H6 9.3725 -3.4939 2.5969
H7 8.7387 -3.2361 1.0076
H8 7.3327 -3.5156 3.7273
H9 5.5807 -2.2131 4.8184
H10 5.2574 0.1620 4.2995
H11 6.7352 1.2563 2.6198
H12 8.4792 -0.1016 1.4831
C10 4.2567 -1.6521 -2.5720
C11 2.9132 -1.3033 -1.9063
C12 2.8249 0.1994 -1.6379
C13 3.7086 0.6552 -0.4795
C14 3.3926 -0.1481 0.7793
C15 3.4983 -1.6574 0.5666
N1 2.7210 -2.0772 -0.6409
O5 1.4653 -2.1618 -0.3599
C16 4.9782 -2.0680 0.4548
C17 2.9609 -2.3815 1.7950
C18 1.8427 -1.7011 -2.9165
H13 4.3233 -2.7242 -2.7617
H14 4.3302 -1.1369 -3.5299
H15 5.1301 -1.3546 -1.9995
H16 1.7866 0.4641 -1.4108
H17 3.0885 0.7413 -2.5485
H18 4.7657 0.5611 -0.7441
H19 3.5392 1.7149 -0.2849
H20 4.0642 0.1423 1.5901
H21 2.3776 0.1006 1.1092
H22 5.0693 -3.0777 0.0499
H23 5.4608 -2.0580 1.4303
H24 5.5784 -1.3967 -0.1566
H25 1.9374 -2.0953 2.0306
H26 3.5810 -2.1297 2.6546
H27 2.9920 -3.4638 1.6576
H28 1.8436 -2.7786 -3.0867
H29 2.0472 -1.2063 -3.8654
H30 0.8443 -1.4066 -2.5985
C19 3.2004 7.4590 -0.3800
C20 1.8519 7.0837 -1.0211
C21 0.6936 7.6466 -0.1960
C22 0.4739 6.8973 1.1164
C23 0.2860 5.4049 0.8529
C24 1.4353 4.7918 0.0533
N2 1.7217 5.6016 -1.1697
O6 0.8808 5.3135 -2.1056
C25 2.6866 4.6660 0.9482
C26 1.0805 3.3695 -0.3583
C27 1.8598 7.7372 -2.3977
H31 4.0290 7.0556 -0.9641
H32 3.3017 8.5441 -0.3601
H33 3.3167 7.1256 0.6471
H34 -0.2290 7.5993 -0.7825
H35 0.8762 8.7043 0.0023
H36 1.3101 7.0686 1.8006
H37 -0.4117 7.2945 1.6126
H38 0.1811 4.8655 1.7975
H39 -0.6513 5.2604 0.3050
H40 3.5787 4.4828 0.3470
H41 2.5673 3.8237 1.6302
H42 2.8653 5.5342 1.5778
H43 0.1517 3.3164 -0.9234
H44 0.9498 2.7492 0.5291
H45 1.8735 2.9305 -0.9634
H46 2.6427 7.3147 -3.0292
H47 2.0524 8.8035 -2.2838
H48 0.9078 7.6260 -2.9122
C28 -5.3230 6.4234 0.9570
C29 -4.3855 7.6439 0.9947
C30 -5.1230 8.8616 1.5521
C31 -6.1304 9.4526 0.5670
C32 -5.4476 9.7779 -0.7619
C33 -4.7205 8.5780 -1.3705
N3 -3.8263 7.9363 -0.3590
O7 -2.7167 8.5884 -0.2552
C34 -5.7466 7.5708 -1.9299
C35 -3.8864 9.0287 -2.5641
C36 -3.2508 7.2583 1.9318
H49 -4.8027 5.5528 0.5555
H50 -5.6461 6.1832 1.9701
H51 -6.2291 6.5727 0.3776
H52 -4.3938 9.6353 1.8130
H53 -5.6234 8.5809 2.4809
H54 -6.9648 8.7630 0.4151
H55 -6.5619 10.3626 0.9878
H56 -6.1814 10.1480 -1.4809
H57 -4.7313 10.5896 -0.5998
H58 -5.2782 6.6058 -2.1264
H59 -6.1480 7.9415 -2.8724
H60 -6.6064 7.4143 -1.2828
H61 -3.1793 9.8130 -2.3025
H62 -4.5474 9.4254 -3.3334
H63 -3.3299 8.1931 -2.9911
H64 -2.6755 6.4275 1.5195
H65 -3.6533 6.9469 2.8954
H66 -2.5707 8.0876 2.1167
C37 -2.6843 -2.8660 0.9012
C38 -2.5930 -3.2522 -0.5860
C39 -1.9214 -2.1367 -1.3816
C40 -2.8174 -0.9156 -1.5813
C41 -4.1433 -1.3262 -2.2198
C42 -4.8672 -2.4226 -1.4367
N4 -3.9444 -3.5635 -1.1464
O8 -3.8390 -4.3267 -2.1810
C43 -5.4590 -1.8372 -0.1379
C44 -6.0570 -2.9334 -2.2420
C45 -1.7145 -4.4972 -0.6221
H67 -3.1649 -3.6600 1.4750
H68 -1.6786 -2.7249 1.2979
H69 -3.2189 -1.9399 1.0920
H70 -1.6289 -2.5207 -2.3647
H71 -0.9971 -1.8463 -0.8789
H72 -2.9882 -0.4088 -0.6275
H73 -2.3107 -0.1914 -2.2227
H74 -4.8036 -0.4605 -2.3086
H75 -3.9499 -1.6780 -3.2382
H76 -5.7456 -2.6317 0.5522
H77 -6.3545 -1.2613 -0.3697
H78 -4.7909 -1.1523 0.3789
H79 -5.7663 -3.2936 -3.2267
H80 -6.7674 -2.1202 -2.3863
H81 -6.5677 -3.7426 -1.7174
H82 -2.1928 -5.3292 -0.1018
H83 -0.7698 -4.2781 -0.1253
H84 -1.4872 -4.8128 -1.6388
C46 -4.7518 -8.9008 -2.4609
C47 -5.2360 -8.1561 -1.2038
C48 -4.0599 -7.8735 -0.2697
C49 -3.5559 -9.1208 0.4555
C50 -4.7020 -9.8046 1.2007
C51 -5.8901 -10.1338 0.2957
N5 -6.2998 -8.9329 -0.4948
O9 -7.0271 -8.1484 0.2272
C52 -5.5340 -11.3182 -0.6266
C53 -7.0676 -10.6053 1.1413
C54 -5.8011 -6.8371 -1.7098
H85 -5.5884 -9.1054 -3.1303
H86 -4.0383 -8.2751 -2.9970
H87 -4.2423 -9.8390 -2.2596
H88 -4.3647 -7.1320 0.4764
H89 -3.2521 -7.4182 -0.8455
H90 -3.0895 -9.8107 -0.2529
H91 -2.7747 -8.8406 1.1652
H92 -4.3491 -10.7256 1.6704
H93 -5.0366 -9.1484 2.0104
H94 -6.2486 -11.4022 -1.4460
H95 -5.5688 -12.2485 -0.0600
H96 -4.5318 -11.2626 -1.0445
H97 -7.3520 -9.8765 1.8972
H98 -6.7932 -11.5247 1.6574
H99 -7.9392 -10.8117 0.5184
H100 -6.6783 -6.9977 -2.3397
H101 -5.0475 -6.3245 -2.3020
H102 -6.0810 -6.1683 -0.8980

Forces on the atoms, in the same order (eV/Å):
O 0.1 -0.2 0.5
S 0.1 0.4 -0.2
O -0.2 -0.2 -0.1
O 0.1 0.1 0.1
O 0.3 -0.2 -0.2
C 0.1 0.6 0.0
C 0.1 -0.3 -0.3
C 0.2 0.3 0.4
C -0.4 -0.6 0.5
C 0.0 0.5 -0.2
C 0.0 -0.3 0.0
C 0.3 0.0 -0.2
C -0.2 -0.4 0.2
C 0.2 0.2 -0.3
H -0.2 0.0 -0.1
H -0.1 -0.1 0.1
H 0.0 -0.3 0.1
H 0.1 0.1 -0.2
H -0.2 0.2 0.1
H 0.0 -0.3 0.0
H -0.1 0.0 -0.3
H 0.1 -0.2 0.0
H -0.1 0.0 0.1
H -0.1 0.2 0.1
H 0.0 0.2 -0.1
H 0.0 0.3 -0.1
C 0.1 0.0 0.1
C 0.8 -0.2 -1.0
C 0.0 0.3 0.4
C 0.0 -0.1 0.0
C -0.2 0.4 -0.2
C 1.2 -0.4 0.6
N -1.1 1.3 0.4
O 0.0 -0.6 0.0
C 0.2 0.0 -0.3
C -0.4 -0.1 0.1
C -0.3 -0.1 0.1
H 0.0 0.0 0.0
H -0.1 0.0 0.0
H -0.1 0.0 0.0
H 0.0 -0.1 0.0
H 0.0 -0.1 -0.1
H 0.0 0.0 0.0
H 0.0 0.0 0.0
H 0.0 -0.1 0.0
H 0.0 -0.1 -0.1
H 0.0 0.0 0.0
H -0.2 0.0 0.1
H -0.1 0.0 -0.1
H 0.0 0.0 -0.1
H 0.1 0.0 0.0
H 0.0 0.0 0.0
H 0.0 0.0 0.0
H 0.1 0.0 0.0
H 0.0 0.0 0.1
C 0.0 -0.1 0.2
C 1.1 0.8 0.2
C -0.4 -0.2 0.2
C 0.1 0.0 -0.1
C -0.2 0.4 0.0
C 0.8 -0.6 0.9
N -1.7 0.3 -0.1
O 0.5 -0.2 -0.3
C 0.1 0.1 0.0
C -0.3 -0.2 -0.3
C -0.2 -0.1 -0.3
H 0.0 0.0 0.0
H -0.1 0.0 -0.1
H 0.0 0.0 0.0
H 0.0 -0.1 0.0
H 0.1 0.0 -0.1
H 0.0 0.0 0.0
H 0.0 0.0 0.0
H 0.1 -0.1 0.0
H 0.1 0.0 -0.1
H 0.0 0.0 0.0
H -0.1 -0.1 -0.1
H 0.0 0.0 -0.1
H 0.1 0.1 -0.1
H 0.1 0.1 0.1
H 0.0 0.0 -0.1
H 0.0 0.0 0.0
H 0.0 0.0 0.1
H 0.0 -0.1 0.0
C -0.1 0.0 -0.2
C -0.6 -1.1 0.5
C -0.1 0.4 -0.2
C 0.1 0.0 0.0
C 0.0 0.2 0.4
C -0.7 -0.5 -1.0
N 0.3 1.6 0.6
O 0.2 -0.5 -0.2
C -0.1 -0.1 0.1
C 0.3 0.2 0.0
C 0.4 0.1 0.1
H 0.0 0.0 0.0
H 0.1 0.0 0.1
H 0.1 0.0 0.0
H 0.1 -0.1 -0.1
H 0.0 -0.1 0.0
H 0.0 0.0 0.0
H 0.0 0.0 0.0
H 0.0 -0.1 -0.1
H 0.1 -0.1 0.0
H 0.0 0.0 0.0
H 0.1 0.1 0.0
H 0.1 0.0 0.0
H 0.0 -0.1 0.1
H -0.1 0.0 0.0
H 0.0 0.0 0.0
H 0.0 0.0 0.0
H -0.2 0.0 0.0
H 0.0 0.0 -0.1
C -0.2 0.1 0.0
C 0.4 0.0 1.3
C -0.1 0.4 -0.4
C 0.0 -0.1 0.0
C 0.4 0.1 -0.1
C -1.0 0.5 0.7
N 0.7 0.4 -1.5
O -0.2 -0.4 0.3
C 0.1 0.0 0.1
C 0.0 -0.3 -0.3
C 0.0 -0.3 -0.3
H 0.0 0.0 0.0
H 0.1 -0.1 -0.1
H 0.0 0.0 0.0
H -0.1 -0.1 0.0
H 0.0 -0.1 0.1
H 0.0 0.0 0.0
H 0.0 0.0 0.0
H -0.1 0.0 0.0
H 0.0 -0.1 0.0
H 0.0 0.0 0.0
H 0.0 -0.1 -0.1
H 0.0 -0.1 0.0
H 0.1 -0.1 0.1
H 0.0 0.1 0.1
H 0.0 0.0 0.0
H 0.0 0.0 0.0
H 0.0 0.1 0.0
H -0.1 0.0 0.0
C 0.1 -0.2 0.1
C 0.4 -0.1 -1.3
C 0.1 -0.2 0.4
C -0.1 0.0 0.0
C 0.3 0.3 0.0
C 0.1 -1.3 -0.3
N 0.5 0.9 1.4
O -0.4 -0.1 -0.4
C 0.1 0.1 -0.1
C -0.2 0.2 0.2
C -0.3 0.2 0.1
H 0.0 0.0 0.0
H -0.1 0.1 0.0
H 0.0 0.0 0.0
H -0.1 0.0 0.0
H -0.1 0.0 -0.1
H 0.0 0.0 0.0
H 0.0 0.0 0.0
H -0.1 -0.1 0.0
H -0.1 0.0 -0.1
H 0.0 0.0 0.0
H -0.1 0.0 0.1
H 0.0 0.0 0.0
H 0.0 0.1 -0.1
H 0.1 -0.1 -0.1
H 0.0 0.0 0.0
H 0.0 -0.1 0.1
H 0.1 0.0 0.0
H 0.0 -0.1 0.0

Summary:
⟨S²⟩: 8.77
Calculated total energy (hartree): -3467.47077
Max |F| (eV/Å): 1.77
E_LUMO (alpha / beta) (hartree): 0.016 / 0.008
E_HOMO (alpha / beta) (eV): -8.1 / -9.0
2S+1: 6
ΔE to the lowest compared entry with this formula, charge and spin (kcal/mol): 0.0